Entry 1:
Here is a gas-phase ion, C4H11N2 (charge +1) at a distorted geometry from the Open Molecules 2025 dataset. Energies are from ωB97M-V/def2-TZVPD.

```
17
Properties=species:S:1:pos:R:3:forces:R:3:lowdin_charge:R:1
C 0.81522 0.62171 0.10183 -6.6278 -2.5128 0.1557 -0.09
C 2.03224 0.01568 -0.36634 0.6854 -0.1243 -0.1298 0.00
C -0.54335 -1.64005 -0.53277 0.2030 -0.4862 -0.4915 -0.11
C -1.92055 0.23881 0.50619 -0.4138 0.4183 -0.0929 -0.11
N -0.71635 -0.39211 0.12319 6.2488 3.1704 0.5115 -0.14
N 0.59113 1.83139 0.49183 0.3745 -0.2981 -0.0208 0.24
H 1.86218 -0.49411 -1.31634 -0.0757 0.0565 -0.0017 0.11
H 2.37670 -0.74241 0.33985 -0.0670 -0.0279 0.0806 0.12
H 2.81195 0.76737 -0.48671 0.0654 -0.0320 -0.0150 0.11
H -1.42094 -2.25683 -0.33890 -0.0137 0.0268 0.0061 0.10
H -0.42424 -1.54421 -1.61818 -0.0828 -0.1102 0.0025 0.09
H 0.32068 -2.17471 -0.12713 -0.1298 -0.0197 -0.0546 0.09
H -2.63787 -0.55976 0.70285 -0.0605 0.0906 0.0360 0.11
H -1.79547 0.78187 1.44672 -0.1002 0.0116 0.0498 0.09
H -2.34679 0.90131 -0.25730 -0.0439 0.0209 0.0350 0.10
H 1.33731 2.51645 0.57150 -0.0378 -0.0972 -0.0216 0.16
H -0.34187 2.12960 0.75971 0.0757 -0.0868 -0.0493 0.13
```
Forces are in eV/Å.

## Properties
energy relative to the best compared isomer or geometry (same formula, charge and spin)	3.052	eV
SMILES string	CC(=[NH2+])N(C)C
Kohn-Sham gap	8.8475	eV
HOMO energy	-13.0771	eV
total charge	+1
LUMO level	-4.23	eV

---

Entry 2:
Here is 2 unconnected molecules or ions with the total composition C7H9N2S2 at a distorted geometry from the Open Molecules 2025 dataset. Energies are from ωB97M-V/def2-TZVPD.

```
20
Properties=species:S:1:pos:R:3:forces:R:3:lowdin_spin:R:1
C 3.35915 0.81362 0.69667 -0.8974 -1.2170 -1.6381 0.05
C 2.28056 1.68375 1.02147 0.1347 3.2153 0.3256 0.12
C 3.03095 -0.37991 0.07247 -2.8490 2.1911 0.7980 0.09
C 0.95960 1.55769 0.54386 2.3892 -1.5671 0.9060 0.04
C 1.64636 -0.62935 -0.28104 0.3958 -0.4834 0.1644 0.10
C 0.64819 0.34695 -0.09902 -0.3020 0.8712 -0.8603 0.19
C 1.15036 -1.83025 -0.72534 2.1707 -2.5185 0.0485 0.17
N 1.02672 -2.99526 -0.92539 -0.5851 0.7233 0.1467 0.19
N -4.80330 0.11121 -0.55539 1.8315 0.1886 -3.7534 0.00
S -0.83916 -0.12427 -0.82238 -0.7011 1.3073 1.6295 0.45
S -1.89348 -0.28940 1.00210 1.1537 -0.1308 -0.2446 0.56
H 4.41531 1.09073 0.68520 -0.4125 0.0349 0.8628 0.00
H 2.57333 2.68733 1.55081 -0.7783 -2.0954 -0.9872 0.00
H 3.64503 -1.16246 -0.09539 2.4581 -2.0406 -0.6424 0.00
H 0.24790 2.27726 0.82268 -0.8974 0.8570 -0.0163 0.00
H -5.16291 0.64136 0.16228 -1.4722 1.1164 1.8846 0.00
H 0.80626 -3.92169 -1.28120 0.1907 0.8218 -0.0206 0.01
H -4.76185 0.75703 -1.41993 -0.3097 -1.6936 1.8094 0.00
H -5.32774 -0.73952 -0.75405 -0.0145 0.5648 0.1141 0.00
H -3.00127 0.10517 0.40157 -1.5052 -0.1452 -0.5265 0.02
```
Forces are in eV/Å.

## Properties
energy relative to the best compared isomer or geometry (same formula, charge and spin)	0.806	eV
⟨S²⟩	2.0240
multiplicity	3
Kohn-Sham gap (alpha / beta)	4.9600 / 5.8488	eV
HOMO energy (alpha / beta)	-9.4155 / -13.0332	eV
total charge	+1
LUMO level (alpha / beta)	-4.46 / -7.18	eV

---

Entry 3:
Here is 3 unconnected molecules or ions with the total composition C19H37IN2O6 at a distorted geometry from the Open Molecules 2025 dataset. Energies are from ωB97M-V/def2-TZVPD.

```
65
Properties=species:S:1:pos:R:3:forces:R:3:lowdin_charge:R:1
C 7.12465 -0.44650 3.31055 -0.3950 -0.8476 -0.5793 -0.17
C 6.28583 -1.17405 2.09953 -0.0593 0.4614 1.0395 -0.72
I 7.62435 -1.29006 0.33340 -0.7454 0.0323 0.6422 0.73
C 4.94176 -0.36854 1.71003 0.4300 0.4937 -0.2506 -0.25
C 3.65958 -0.73488 2.60865 -1.2287 -0.7591 -0.3333 -0.25
C 3.42593 -2.32319 2.79481 2.7532 -3.2078 2.6272 -0.16
N 3.60018 -3.46457 3.18183 -1.2977 6.3010 -2.4596 0.14
C 2.25090 -0.16205 1.98491 -0.7465 -0.2183 0.0029 -0.11
C 1.04658 -1.23724 2.13081 -2.6590 -1.4555 2.2253 -0.17
N 0.13354 -1.96659 2.46739 5.2259 4.1101 -2.0472 0.14
H 8.22084 -0.37117 2.96090 -1.8170 0.0964 0.9438 0.04
H 7.04740 -1.16625 4.21653 0.2325 1.5158 -1.3290 0.09
H 6.66795 0.59312 3.54494 0.9353 -1.7890 -0.3231 0.08
H 6.11536 -2.26326 2.40591 -0.0269 1.6401 -0.7473 0.07
H 4.73110 -0.41631 0.57348 0.1331 -0.3043 1.9592 0.10
H 5.17371 0.75221 1.92160 -0.4846 -1.8526 -0.3876 0.13
H 3.78840 -0.18517 3.62133 -0.2309 -1.6412 -1.4243 0.15
H 2.35111 0.14345 0.88287 -0.1208 -0.7330 1.5859 0.12
H 1.96699 0.80110 2.56112 0.1628 -1.7828 -0.9383 0.13
C -0.19209 -3.09090 -6.06127 -0.0376 -0.0182 0.3512 -0.11
O 0.11478 -3.04184 -4.67995 0.0789 0.2913 -0.2208 -0.21
C 1.51424 -2.92531 -4.43861 -0.4395 -0.0595 0.3493 -0.19
C 1.77020 -2.23280 -3.10360 0.1963 0.0951 -0.2130 -0.17
O 1.60559 -0.81307 -3.15741 -0.2619 -0.1907 0.0105 -0.14
C 0.26156 -0.33791 -3.27968 0.1499 0.1779 0.2724 -0.17
C -0.55766 -0.49927 -2.00230 -0.2400 -0.4803 -0.5324 -0.19
O -0.98612 -1.84865 -1.85196 0.2824 0.0691 0.1280 -0.20
C -1.13733 -2.21576 -0.49133 -0.0711 -0.0650 -0.4173 -0.10
H 0.22906 -3.99219 -6.51552 0.0301 0.0229 -0.1698 0.09
H -1.27788 -3.10960 -6.16743 0.0881 -0.0670 0.0987 0.09
H 0.18585 -2.19714 -6.56990 0.0746 -0.0666 -0.1027 0.09
H 1.99938 -2.35441 -5.24105 -0.0115 -0.0097 0.0669 0.13
H 1.92997 -3.93874 -4.41483 0.2541 0.0246 -0.0052 0.13
H 2.82084 -2.39140 -2.84035 -0.0295 0.0999 -0.1146 0.12
H 1.17684 -2.66717 -2.29782 -0.1926 -0.0661 -0.1873 0.12
H -0.23665 -0.78167 -4.14254 -0.1048 -0.1816 0.1739 0.12
H 0.35316 0.73306 -3.48607 0.0875 -0.0531 0.1017 0.12
H -1.45664 0.12539 -2.06315 0.0932 0.2584 0.0568 0.13
H 0.04400 -0.18189 -1.14383 0.0327 0.0132 0.0274 0.12
H -0.19772 -2.08523 0.04676 -0.1243 0.0384 0.0150 0.04
H -1.41228 -3.27148 -0.45246 -0.0178 0.1141 -0.0787 0.10
H -1.93027 -1.62413 -0.02314 0.0809 0.0083 0.1896 0.07
C -2.35235 0.86480 3.23194 -0.0167 0.0729 -0.2856 -0.11
O -2.84332 1.37175 2.00366 -0.1848 0.0376 0.2532 -0.21
C -3.91303 0.58792 1.48180 0.2554 0.4475 -0.2075 -0.19
C -4.82232 1.44229 0.60404 -0.1859 -0.2004 0.2013 -0.17
O -5.71924 2.27006 1.34878 0.3634 0.0957 -0.0087 -0.13
C -5.13304 3.38363 2.02826 -0.2821 0.0857 -0.2017 -0.17
C -4.69522 4.50580 1.09078 0.4662 -0.3226 0.3108 -0.19
O -3.46493 4.17217 0.45384 -0.2152 -0.0709 -0.3143 -0.21
C -3.34151 4.76684 -0.82545 0.1645 -0.1122 0.3542 -0.11
H -1.90821 -0.12384 3.08722 -0.0106 -0.0834 0.1594 0.07
H -1.58844 1.55090 3.60198 -0.0308 -0.0165 -0.1255 0.09
H -3.15623 0.81561 3.97470 0.0212 -0.1164 0.0379 0.09
H -4.50435 0.14899 2.29582 0.0122 0.0327 -0.0635 0.13
H -3.47093 -0.21602 0.88327 -0.2014 -0.1653 -0.0367 0.11
H -5.46363 0.76681 0.02920 -0.0275 0.0258 0.1507 0.13
H -4.25639 2.02881 -0.12108 0.2053 0.0006 0.1699 0.12
H -4.32408 3.06274 2.68583 0.1717 0.0694 -0.1957 0.12
H -5.92544 3.77599 2.67314 -0.0331 -0.0294 -0.1418 0.13
H -4.52677 5.42101 1.67030 -0.2296 0.0800 0.0516 0.12
H -5.48190 4.68746 0.35122 -0.0198 -0.0322 -0.0085 0.13
H -4.16563 4.45745 -1.47401 -0.0836 0.1101 -0.0762 0.09
H -2.40574 4.42322 -1.27039 -0.0498 0.0261 0.1289 0.09
H -3.31429 5.85762 -0.73799 -0.0677 0.0503 -0.1582 0.09
```
Forces are in eV/Å.

## Properties
SMILES string	C[C@H](I)C[C@H](C#N)CC#N.COCCOCCOC.COCCOCCOC
Kohn-Sham gap	9.1944	eV
HOMO energy	-9.1254	eV
total charge	0
LUMO level	0.07	eV

---

Entry 4:
Here is a molecular structure, C23H26N3SSiTeV at a distorted geometry from the Open Molecules 2025 dataset. Energies are from ωB97M-V/def2-TZVPD.

```
56
Properties=species:S:1:pos:R:3:forces:R:3:lowdin_spin:R:1
V 0.31424 1.30455 -0.40090 0.2478 1.1277 -1.6117 2.46
C 3.65776 3.43509 -0.14918 0.1414 -0.0966 0.1133 0.03
C 3.97118 2.34366 0.69835 0.0310 0.1766 -0.1767 0.01
C 2.99438 1.77919 1.46499 -0.3779 -0.0480 -0.0030 0.02
C 1.65354 2.25226 1.38970 0.3592 0.1739 0.3871 0.04
C 1.34768 3.32574 0.54949 0.3463 0.2604 0.3905 0.06
C 2.38190 3.92024 -0.21209 -0.1812 -0.1409 -0.0232 0.01
H 4.43730 3.89160 -0.74774 -0.0047 -0.0308 0.0096 0.00
H 4.98411 1.96056 0.74348 -0.0100 0.0388 -0.0170 0.00
H 3.23299 0.95776 2.13132 -0.0284 0.0019 -0.0058 0.00
H 0.94532 1.93564 2.14779 -0.0469 -0.1053 -0.0502 0.01
H 0.39919 3.83422 0.61703 -0.1279 -0.0531 -0.1690 0.01
H 2.13065 4.74907 -0.85877 -0.0275 -0.0177 -0.0374 0.00
N 2.62698 1.32646 -2.39276 -0.2273 -0.0070 0.1668 -0.01
C 3.12559 0.08359 -2.16447 -0.1262 -0.2038 0.1023 0.00
C 4.17980 -0.41159 -2.91172 0.1379 -0.1969 0.0032 0.02
C 4.72257 -1.68717 -2.68370 0.0319 0.2341 -0.1585 0.00
C 4.22222 -2.50058 -1.71260 -0.1265 -0.0314 0.1295 0.01
C 3.15248 -2.03721 -0.90835 0.0810 0.0560 -0.1063 0.00
C 2.60956 -2.84362 0.11235 0.2392 -0.1681 -0.1645 0.04
C 1.61498 -2.35806 0.89209 -0.3454 0.2118 0.3088 0.00
C 1.15153 -1.05180 0.67386 0.2580 -0.1721 -0.0238 0.07
N 1.60177 -0.26281 -0.28979 1.1655 -1.4806 0.2601 0.01
C 2.60321 -0.74503 -1.10121 0.0178 0.2245 -0.0574 0.01
H 2.92027 1.78317 -3.24339 0.0747 -0.0187 0.0195 0.00
H 1.62112 1.53825 -2.25463 0.0876 0.1294 -0.2615 0.00
H 4.57788 0.21086 -3.70412 0.0191 -0.0236 -0.0123 0.00
H 5.54335 -2.03020 -3.30279 -0.0081 0.0368 -0.0155 0.00
H 4.62113 -3.49314 -1.54271 -0.0196 0.0180 0.0174 0.00
H 3.00521 -3.84196 0.26149 0.0050 0.0176 -0.0143 0.00
H 1.17764 -2.94472 1.68776 -0.0271 0.0061 0.0164 0.00
H 0.39173 -0.64198 1.32796 -0.0688 0.0173 -0.0066 0.01
C -5.98889 -0.91374 -0.00442 -0.3496 0.1524 -0.0753 0.00
Si -4.30806 -1.60191 0.39894 0.1364 0.1540 0.0504 0.00
C -3.77288 -2.69502 -0.99021 0.1708 -0.1758 -0.2862 0.00
C -4.48827 -2.66274 1.92352 -0.0456 -0.2098 0.3079 0.00
C -3.21403 -0.15226 0.85987 0.1369 0.2214 -0.3614 0.00
C -3.61505 0.58142 1.96117 -0.0231 0.2149 0.2078 0.05
C -2.90859 1.71413 2.37843 -0.0838 -0.0135 0.0259 0.00
C -1.78118 2.06992 1.67890 -0.0466 -0.0400 -0.2258 0.04
N -1.34477 1.38835 0.60573 -1.4384 -0.7082 1.4721 0.01
C -2.06165 0.29621 0.16379 0.1719 -0.0564 0.2613 0.05
S -1.31544 -0.44473 -1.19358 -0.2593 -0.1950 0.2553 0.01
H -6.70524 -1.71956 -0.20341 0.0452 0.0979 0.0092 0.00
H -5.93634 -0.27043 -0.88835 -0.0298 -0.0465 0.0666 0.00
H -6.37179 -0.31067 0.82542 -0.0150 -0.0358 -0.0874 0.00
H -4.52453 -3.48374 -1.11792 0.0664 0.0329 -0.0173 0.00
H -2.80168 -3.15085 -0.78496 -0.0704 -0.0004 -0.0499 0.00
H -3.67372 -2.13356 -1.92143 -0.0143 -0.0765 0.0462 0.00
H -5.21470 -3.46369 1.74289 0.0729 0.0496 0.0522 0.00
H -4.83435 -2.07865 2.78225 0.0228 -0.0811 -0.0451 0.00
H -3.53222 -3.12269 2.19419 -0.0787 0.0240 -0.0079 0.00
H -4.49910 0.28004 2.51995 0.0634 0.0285 -0.0206 0.00
H -3.22378 2.30048 3.23105 -0.0128 -0.0131 -0.0132 0.00
H -1.19879 2.93829 1.95920 0.0587 0.0202 0.0416 0.00
Te -0.60421 2.85335 -2.23778 0.0321 0.7201 -0.6161 0.06
```
Forces are in eV/Å.

## Properties
energy relative to the best compared isomer or geometry (same formula, charge and spin)	1.402	eV
⟨S²⟩	3.8194
multiplicity	4
Kohn-Sham gap (alpha / beta)	4.3764 / 4.5204	eV
HOMO energy (alpha / beta)	-1.9455 / -2.2079	eV
total charge	-1
LUMO level (alpha / beta)	2.43 / 2.31	eV

---

Entry 5:
Here is a molecular structure, ClH10MgO5 at a distorted geometry from the Open Molecules 2025 dataset. Energies are from ωB97M-V/def2-TZVPD.

```
17
Properties=species:S:1:pos:R:3:forces:R:3:lowdin_charge:R:1
Mg 2.89278 -1.56822 -1.88248 -1.8006 1.1594 1.1951 1.28
Cl 1.07429 -0.58276 -0.62658 2.0020 -1.2563 -1.4516 0.12
O -0.93379 1.73539 0.87945 0.1194 -0.0032 -0.3043 -0.04
H -1.65279 1.77740 0.23547 0.0184 -0.0764 0.1542 0.06
H -0.37538 1.00786 0.57991 -0.4922 0.1412 0.1603 -0.08
O 1.49294 2.73327 -0.89175 0.3537 -0.3922 -0.2426 -0.07
H 0.64263 2.80477 -1.33841 -0.0481 0.0888 0.1660 0.04
H 1.46777 1.87554 -0.44790 -0.1495 0.5180 0.0004 -0.07
O -1.30096 -1.80237 1.37369 0.0920 -0.0878 -0.2889 -0.06
H -1.63105 -2.57683 0.90189 -0.0172 0.0827 0.1073 0.04
H -0.46565 -1.57954 0.94479 -0.2164 -0.1709 0.2941 -0.08
O -1.74002 -0.89491 -2.62238 0.2500 -0.1699 -0.0923 -0.07
H -1.09871 -1.12318 -1.94140 -0.2195 0.0105 0.0618 -0.06
H -2.21404 -1.71404 -2.81038 -0.0582 0.1494 0.0418 0.05
O 1.02199 0.15687 2.77294 0.1429 -0.1470 -0.1476 -0.04
H 1.11548 0.21353 1.81577 0.1199 0.0771 0.3113 -0.06
H 1.70449 -0.46279 3.05737 -0.0967 0.0766 0.0350 0.04
```
Forces are in eV/Å.

## Properties
energy relative to the best compared isomer or geometry (same formula, charge and spin)	7.936	eV
Kohn-Sham gap	4.2967	eV
HOMO energy	-13.5404	eV
total charge	+1
LUMO level	-9.24	eV

---

Entry 6:
Here is C6H12 in the gas phase at a distorted geometry from the Open Molecules 2025 dataset. Energies are from ωB97M-V/def2-TZVPD.

```
18
Properties=species:S:1:pos:R:3:forces:R:3:lowdin_charge:R:1
C -0.36885 -1.74416 1.28710 -0.0688 1.1553 -0.3827 -0.10
C 0.06741 -1.11621 -0.05119 -0.1263 -0.1353 0.8866 -0.24
C -0.49011 0.31994 -0.38051 -3.4626 -4.1113 -2.7264 -0.35
C 0.79416 1.44727 -0.08476 2.6277 -1.4091 1.4229 -0.19
C 1.92139 1.19338 -0.88769 -1.7799 2.2506 -1.9160 0.00
C -1.94283 0.40169 -0.24002 1.2576 3.3956 1.7185 -0.01
H -1.42701 -1.50420 1.34449 -0.1501 -0.3942 0.4875 0.05
H 0.14889 -1.24931 2.10764 -0.0580 -0.0626 0.2021 0.07
H -0.70692 0.18749 -1.45291 2.2403 0.6072 -0.4685 0.10
H -0.20645 -2.81606 1.36011 0.0594 -0.0246 -0.1811 0.07
H -0.31854 -1.75290 -0.84292 0.2230 -0.0499 -0.1151 0.10
H 0.11832 2.27777 0.00469 0.4553 0.4285 -0.3383 0.11
H 1.84343 1.42445 -1.95183 0.3299 -0.1554 0.0110 0.06
H 2.91329 1.15116 -0.47310 0.0074 -0.9244 0.2111 0.05
H 1.29727 1.03099 0.80081 -1.5267 1.0784 1.2744 0.09
H -2.35128 0.91985 0.64067 -0.2814 -1.0914 0.5129 0.05
H 1.14994 -1.06263 -0.10153 0.3852 -0.0215 -0.3431 0.08
H -2.44210 0.89147 -1.07905 -0.1319 -0.5359 -0.2560 0.04
```
Forces are in eV/Å.

## Properties
energy relative to the best compared isomer or geometry (same formula, charge and spin)	7.360	eV
Kohn-Sham gap	5.7335	eV
HOMO energy	-7.2481	eV
total charge	0
LUMO level	-1.51	eV

---

> total charge of number 5 (ClH10MgO5)?

+1

---

> The lowest total charge belongs to which entry?

C23H26N3SSiTeV

---

> Which value of total charge does entry 2 give?

+1